{"formula": "C27H22N5O7ReS2", "method": "ωB97M-V with the def2-TZVPD basis set", "elements": ["Re", "O", "C", "O", "C", "C", "C", "C", "C", "N", "C", "O", "O", "H", "H", "H", "H", "S", "C", "N", "N", "C", "C", "C", "C", "C", "C", "N", "N", "C", "C", "C", "C", "C", "C", "H", "H", "H", "H", "H", "H", "H", "H", "H", "H", "H", "C", "C", "C", "C", "C", "C", "C", "S", "O", "O", "O", "H", "H", "H", "H", "H", "H", "H"], "coordinates": [[-1.544, 0.223, 0.408], [0.774, 2.945, -2.598], [0.421, 1.877, -1.882], [-0.303, 1.003, -2.279], [1.056, 1.860, -0.524], [2.273, 2.475, -0.292], [2.929, 2.245, 0.909], [2.353, 1.395, 1.834], [1.114, 0.854, 1.545], [0.463, 1.095, 0.404], [0.422, -0.093, 2.487], [0.930, -0.488, 3.495], [-0.789, -0.457, 2.062], [0.353, 2.871, -3.469], [2.704, 3.095, -1.063], [3.890, 2.703, 1.103], [2.820, 1.140, 2.775], [-3.594, -0.686, 0.090], [-3.042, -2.213, -0.523], [-3.991, -3.102, -0.903], [-3.770, -4.318, -1.153], [-2.645, -5.189, -0.924], [-1.981, -5.208, 0.294], [-0.985, -6.145, 0.486], [-0.655, -7.044, -0.525], [-1.340, -7.021, -1.728], [-2.355, -6.096, -1.928], [-1.761, -2.462, -0.736], [-0.961, -1.460, -0.501], [0.430, -1.810, -0.676], [1.115, -1.417, -1.813], [2.466, -1.716, -1.921], [3.119, -2.394, -0.900], [2.417, -2.792, 0.230], [1.064, -2.503, 0.345], [-4.589, -4.785, -1.531], [-2.239, -4.516, 1.084], [-0.466, -6.181, 1.434], [0.130, -7.770, -0.364], [-1.095, -7.725, -2.512], [-2.903, -6.072, -2.862], [0.591, -0.891, -2.600], [3.008, -1.424, -2.811], [4.173, -2.620, -0.989], [2.919, -3.327, 1.024], [0.504, -2.802, 1.222], [2.022, 6.794, 1.092], [0.887, 5.811, 1.015], [0.011, 5.810, -0.068], [-1.033, 4.905, -0.141], [-1.194, 3.979, 0.880], [-0.343, 3.962, 1.977], [0.690, 4.882, 2.036], [-2.499, 2.812, 0.757], [-3.752, 3.473, 0.742], [-2.250, 1.786, 1.809], [-2.203, 2.007, -0.504], [1.944, 7.553, 0.316], [2.982, 6.288, 0.973], [2.037, 7.294, 2.060], [0.143, 6.536, -0.861], [-1.718, 4.919, -0.980], [-0.500, 3.249, 2.776], [1.349, 4.886, 2.896]], "nbo_charge": [1.343, -0.656, 0.783, -0.568, 0.093, -0.176, -0.152, -0.126, 0.081, -0.451, 0.752, -0.522, -0.658, 0.515, 0.256, 0.242, 0.258, 0.187, 0.003, -0.019, -0.213, 0.144, -0.218, -0.191, -0.175, -0.190, -0.229, -0.172, -0.282, 0.179, -0.255, -0.191, -0.209, -0.187, -0.261, 0.412, 0.232, 0.232, 0.232, 0.234, 0.229, 0.249, 0.223, 0.226, 0.228, 0.233, -0.636, 0.019, -0.201, -0.195, -0.310, -0.211, -0.208, 2.385, -0.863, -0.938, -0.925, 0.227, 0.224, 0.235, 0.225, 0.240, 0.245, 0.224], "de_lowest_kj_mol": 0.0, "lumo_ev": [-4.8, -4.8], "energy_ha": -2717.0302, "total_charge": 1, "multiplicity": 2}